The following is a quantum chemistry calculation of C26H25N2OS5SeTi as an isolated structure, from OMol25.

Last column: Mulliken spin population.
CARTESIAN COORDINATES (ANGSTROEM)
1 Se 0.29126 2.53246 -1.30253  -0.021
2 Ti 0.15982 0.46002 0.13090  1.022
3 S -0.72407 -0.54269 -1.82562  -0.005
4 S 2.46319 -0.04558 -0.09519  -0.034
5 S 0.35970 -2.60073 0.43202  0.010
6 S -3.36830 0.01725 0.03365  0.001
7 S 1.48085 2.50222 2.85298  0.003
8 O 0.70712 1.98845 1.66800  0.001
9 N -0.06507 6.87338 0.49967  -0.001
10 N -0.70809 -0.22407 1.73658  0.016
11 C 1.85768 -2.74703 -0.50945  0.003
12 C -4.18411 1.59808 -2.04039  0.002
13 C 0.87039 6.54448 -0.39039  0.000
14 C -0.81077 4.59407 0.44064  0.004
15 C -2.04081 0.49957 -2.35870  0.006
16 C 3.28331 -4.18319 -1.82104  -0.002
17 C -3.17146 0.76745 -1.56977  0.000
18 C -2.50273 1.26623 1.09922  -0.015
19 C -0.11341 -1.07568 2.60683  0.017
20 C -4.09008 2.17616 -3.29373  -0.002
21 C 1.02648 5.27169 -0.91499  -0.001
22 C -2.17451 0.50009 3.47612  -0.010
23 C -1.53556 -0.33149 4.38355  0.006
24 C -1.76039 0.51882 2.16020  0.006
25 C -0.88426 5.90198 0.89305  0.000
26 C 3.90718 -1.89877 -1.42974  0.001
27 C 2.12954 -3.98585 -1.08484  -0.001
28 C -0.52004 -1.15558 3.92562  -0.002
29 C -2.98793 1.89904 -4.09162  0.001
30 C 0.95618 -1.97039 2.05531  -0.013
31 C 2.72660 -1.67046 -0.71670  0.003
32 C 4.18785 -3.14037 -1.97006  0.001
33 C 2.99274 1.51918 2.96262  0.003
34 C 0.16581 4.25835 -0.49600  -0.001
35 C 2.28759 4.02645 2.30689  0.000
36 C -1.98143 1.06973 -3.63260  -0.001
37 H 2.74411 3.85007 1.33395  0.000
38 H 3.42584 1.43170 1.96977  0.000
39 H -1.83503 1.82414 0.42899  0.000
40 H -4.87148 2.83665 -3.64634  0.000
41 H 1.42018 -4.79230 -0.94768  0.001
42 H -2.91284 2.33175 -5.08137  0.000
43 H 3.67859 2.00737 3.65505  0.001
44 H 2.72489 0.53313 3.33663  0.000
45 H -3.25206 1.93051 1.52031  0.001
46 H 5.11273 -3.29570 -2.51085  0.000
47 H 1.16668 -2.80083 2.72662  0.001
48 H 1.52583 7.35094 -0.70437  0.000
49 H 1.87778 -1.42159 1.85185  0.005
50 H -2.99644 1.13254 3.78213  0.000
51 H 1.53106 4.80178 2.22889  0.000
52 H 3.03454 4.30930 3.04845  0.000
53 H -1.11734 0.85747 -4.24769  0.000
54 H -1.50352 3.85290 0.81429  -0.005
55 H 4.58860 -1.06827 -1.55963  0.000
56 H -5.05270 1.77485 -1.41876  0.000
57 H -1.64598 6.19096 1.61261  0.000
58 H -1.85204 -0.36507 5.41687  0.000
59 H -0.04183 -1.86224 4.58963  0.000
60 H 1.80141 5.05963 -1.63970  0.000
61 H 3.47469 -5.15227 -2.26285  0.000

Computed properties:
* highest occupied orbital energy (spin up / spin down): -0.255 / -0.263 hartree
* <S²>: 0.756
* frontier orbital gap (spin up / spin down): 6.06 / 6.31 eV
* ΔE to the lowest compared entry with this formula, charge and spin: 115.24 kJ/mol
* electronic energy: -175034.8922 eV
* total charge: 0
* 2S+1: 2